# 1
Entry from the OMol25 dataset: a molecular structure, C36H50AgN5O3PSSe (ωB97M-V with the def2-TZVPD basis set).

Structure (XYZ):
```
98
Properties=species:S:1:pos:R:3:forces:R:3:mulliken_charge:R:1
Ag -0.1374 0.0698 0.4903 -0.4 0.5 -0.2 3.27
C 0.3733 1.4663 6.6464 0.0 0.0 0.0 -1.02
C -0.6738 2.3369 5.9614 0.0 0.0 -0.1 -0.46
N -0.3321 2.7190 4.5924 0.2 0.1 0.0 0.33
C 0.3040 4.0160 4.3945 0.0 0.0 0.0 -0.96
C 1.8265 3.9510 4.3761 0.0 0.0 0.0 -0.77
C -0.5091 1.8392 3.5676 -0.1 0.1 0.0 -0.11
S -0.1122 2.3205 1.9704 0.1 -0.1 0.2 -0.60
N -1.1232 0.7086 3.9410 0.0 0.0 0.0 -0.02
C -0.9510 -0.4999 3.4178 -0.1 -0.1 0.0 -0.42
O -0.0341 -0.9095 2.6841 0.0 -0.1 0.1 -1.07
C -1.9937 -1.5137 3.8610 0.1 0.1 0.0 0.85
C -3.0398 -1.1737 4.7129 -0.1 0.0 0.0 -0.15
C -3.9766 -2.1255 5.0929 0.0 0.0 0.0 -0.73
C -3.8724 -3.4314 4.6297 0.0 0.0 0.0 -0.46
C -2.8276 -3.7781 3.7825 0.0 0.1 0.0 -0.65
C -1.8962 -2.8216 3.4004 0.0 -0.1 0.0 -0.25
H 0.0492 1.2128 7.6591 0.0 0.0 0.0 0.37
H 1.3345 1.9781 6.7140 0.0 0.0 0.0 0.29
H 0.5121 0.5419 6.0866 0.0 0.0 0.0 0.20
H -0.8126 3.2630 6.5215 0.0 0.0 0.0 0.39
H -1.6250 1.8084 5.9408 0.0 0.0 0.0 0.21
H -0.0370 4.6622 5.2054 0.0 0.0 0.0 0.39
H -0.0549 4.4368 3.4571 0.0 0.0 0.0 0.38
H 2.2238 3.6154 5.3362 0.0 0.0 0.0 0.27
H 2.2436 4.9385 4.1609 0.0 0.0 0.0 0.38
H 2.1585 3.2625 3.5993 0.0 0.0 0.0 0.19
H -3.1091 -0.1515 5.0612 0.0 0.0 0.0 0.37
H -4.7887 -1.8488 5.7543 0.0 0.0 0.0 0.40
H -4.6003 -4.1755 4.9296 0.0 0.0 0.0 0.39
H -2.7383 -4.7945 3.4177 0.0 0.0 0.0 0.43
H -1.0724 -3.0744 2.7457 0.0 0.0 0.0 0.30
N 0.0919 -2.5151 -0.1694 0.2 -0.1 0.1 -0.52
C 1.3084 -2.7191 -0.9605 -0.2 0.1 0.1 -1.04
C 2.3155 -1.5830 -0.7816 0.0 0.1 -0.1 0.60
O 3.4689 -1.8021 -1.2240 0.1 0.0 0.1 -0.87
O 1.9306 -0.5152 -0.2501 0.1 0.0 0.1 -0.60
H 0.3096 -2.5082 0.8241 0.0 0.0 0.0 0.11
H -0.5831 -3.2534 -0.3278 0.0 0.0 -0.1 0.20
H 1.0368 -2.7218 -2.0187 0.0 0.0 0.0 0.35
H 1.8332 -3.6552 -0.7563 0.0 -0.1 0.0 0.45
C -3.1918 3.1714 -0.3395 0.0 0.0 0.0 -1.80
C -3.6461 1.7087 -0.2719 0.1 0.1 0.1 2.35
C -4.9653 1.5270 -1.0202 0.0 0.0 0.0 -1.74
C -3.8573 1.3491 1.2065 0.0 0.0 0.0 -2.04
P -2.2465 0.6076 -0.8624 0.2 -0.5 -0.1 -0.80
C -3.1181 -1.0137 -1.0212 -0.1 0.0 0.0 1.12
C -3.7613 -1.5099 -2.1545 0.0 0.0 0.0 -0.15
C -4.4036 -2.7418 -2.1417 0.0 0.0 0.0 -0.82
C -4.4359 -3.4998 -0.9803 0.0 0.0 0.0 -0.70
C -3.8063 -3.0237 0.1624 0.0 0.0 0.0 -0.65
C -3.1426 -1.8043 0.1317 0.0 0.0 0.0 -0.79
C -1.6432 1.1127 -2.5707 0.1 0.0 0.0 2.42
C -0.8305 -0.0848 -3.0974 -0.1 0.0 0.0 -1.50
C -2.6658 1.5585 -3.6167 0.0 0.0 0.0 -1.90
C -0.6356 2.2600 -2.3599 0.0 0.0 -0.1 -1.89
H -3.9153 3.7917 0.1996 0.0 0.0 0.0 0.54
H -3.1412 3.5381 -1.3653 0.0 0.0 0.0 0.29
H -2.2173 3.3089 0.1350 0.0 0.0 0.0 0.19
H -5.7216 2.1767 -0.5647 0.0 0.0 0.0 0.54
H -5.3262 0.4994 -0.9532 0.0 0.0 0.0 0.30
H -4.8894 1.7945 -2.0741 0.0 0.0 0.0 0.25
H -4.5872 2.0436 1.6369 0.0 0.0 0.0 0.61
H -2.9276 1.4299 1.7756 0.0 0.0 0.0 0.28
H -4.2519 0.3372 1.3251 0.0 0.0 0.0 0.27
H -3.7654 -0.9387 -3.0710 0.0 0.0 0.0 0.08
H -4.8829 -3.1057 -3.0430 0.0 0.0 0.0 0.43
H -4.9441 -4.4564 -0.9670 0.0 0.0 0.0 0.38
H -3.8154 -3.6011 1.0789 0.0 0.0 0.0 0.37
H -2.6169 -1.4647 1.0185 0.0 0.0 0.0 0.21
H -1.4549 -0.9508 -3.3204 0.0 0.0 0.0 0.34
H -0.0644 -0.3926 -2.3801 0.0 0.1 0.0 -0.05
H -0.3110 0.2181 -4.0106 0.0 0.0 0.0 0.57
H -3.4362 0.8163 -3.8176 0.0 0.0 0.0 0.21
H -2.1407 1.7501 -4.5589 0.0 0.0 0.0 0.50
H -3.1603 2.4868 -3.3277 0.0 0.0 0.0 0.34
H 0.0494 2.0436 -1.5368 0.0 0.0 0.0 0.03
H -1.1285 3.2123 -2.1601 0.0 0.0 0.0 0.30
H -0.0218 2.3679 -3.2595 -0.1 0.0 0.1 0.55
C 2.6817 3.9255 -1.7514 0.1 0.0 0.0 -1.09
N 3.4605 2.7787 -1.3478 -0.2 0.0 -0.1 0.23
C 3.5267 1.5821 -2.0139 0.2 0.1 0.2 -0.49
Se 2.7691 1.2092 -3.6490 0.2 0.0 0.2 -0.32
N 4.2888 0.7566 -1.2574 -0.1 -0.2 0.0 0.04
C 4.6491 1.3964 -0.0862 0.0 -0.1 0.0 0.24
C 5.3833 0.9685 1.0051 0.0 -0.1 0.1 -0.78
C 5.5924 1.8788 2.0343 0.0 0.0 -0.1 -0.60
C 5.0852 3.1776 1.9690 0.0 0.0 -0.1 -0.60
C 4.3420 3.6039 0.8737 0.0 0.0 0.1 -0.78
C 4.1359 2.6861 -0.1407 -0.1 0.1 -0.2 1.07
H 2.4469 3.8134 -2.8070 0.0 0.0 0.0 0.35
H 3.2615 4.8358 -1.5945 0.0 0.0 0.0 0.38
H 1.7580 3.9811 -1.1739 0.0 0.0 0.0 0.28
H 4.1518 -0.2929 -1.2847 -0.1 0.1 -0.3 0.34
H 5.7620 -0.0439 1.0572 0.0 0.0 0.0 0.45
H 6.1557 1.5719 2.9064 0.0 0.0 0.0 0.38
H 5.2591 3.8605 2.7904 0.0 0.0 0.0 0.42
H 3.9222 4.6010 0.8304 0.0 0.0 0.0 0.37
```
Positions in Å, forces in eV/Å.

The net charge is -1. The calculation puts the HOMO energy at -4.52 eV. For the frontier orbital gap, the calculation gives 7.0 eV. For the largest force on an atom, the calculation gives 0.64 eV/Å. The energy above the lowest of the compared OMol25 structures with the same formula, charge and spin is 17.5 kJ/mol.



# 2
Entry from the OMol25 dataset: 4 unconnected molecules or ions with the total composition C36H50ClF4O13PS at a distorted geometry (ωB97M-V with the def2-TZVPD basis set).

Structure (XYZ):
```
106
Properties=species:S:1:pos:R:3:forces:R:3:mulliken_charge:R:1
C 1.2296 6.1379 1.1635 0.1 0.1 -0.7 -0.90
C 0.7702 4.8909 0.2479 -3.0 -1.6 2.1 0.69
O -0.1566 4.1695 0.7181 3.8 2.4 -2.4 -0.45
O 1.3592 4.6225 -1.0408 -0.1 0.0 2.4 -0.41
C 2.3883 3.5724 -0.8770 0.6 -0.3 1.0 0.21
C 2.5524 2.6607 -2.1777 -1.0 -0.2 -0.4 -0.86
C 3.0275 1.1377 -1.8310 -1.4 1.0 0.8 -0.29
C 1.7877 0.5091 -0.9988 0.5 -0.3 1.9 0.88
C 1.8434 0.2752 0.4159 -1.0 0.3 -2.2 0.97
C 3.1262 0.6028 1.3007 -0.2 0.1 -0.5 -1.22
C 4.3169 -0.4907 1.2547 0.7 0.0 1.0 0.70
C 5.6968 0.3659 1.4538 -1.2 0.4 0.4 -0.32
C 6.8864 -0.4963 2.0651 2.1 -0.3 -2.8 0.17
O 7.7781 -0.9239 1.3012 -3.1 1.2 3.0 -0.51
O 6.9286 -0.7986 3.4598 -0.1 1.1 -1.5 -0.44
C 0.5052 -0.3055 1.1057 0.1 -0.9 0.4 -0.84
O 0.5162 -1.1544 2.0318 0.0 3.1 -2.9 -0.58
C -0.8659 0.2595 0.4684 -2.9 1.4 -1.4 0.98
C -2.1176 0.5697 1.3282 0.8 0.4 -3.2 0.07
C -2.0368 0.3120 2.9003 0.4 0.4 -0.4 -0.78
C -2.3901 -1.1868 3.3625 0.6 -0.2 -0.1 0.43
C -2.8904 -2.1353 2.1756 0.1 0.7 0.6 -0.93
F -3.3518 -1.0912 4.4617 1.2 -0.3 -1.8 -0.38
C -3.3824 1.1558 0.5928 1.8 -1.0 -0.9 0.70
C -4.6468 1.4905 1.5114 0.9 1.6 -1.5 -0.76
O -5.0753 0.3820 2.3536 -1.1 2.1 1.8 -0.30
C -5.8253 0.9125 3.4242 -0.4 -1.5 1.2 0.88
F -6.4435 -0.1695 4.1210 1.5 2.9 -2.0 -0.26
F -5.0258 1.5805 4.4034 -2.0 -1.2 -2.6 -0.25
F -6.8395 1.7867 2.9766 2.3 -1.7 1.2 -0.25
C -3.4433 1.4448 -0.9299 2.9 -2.2 1.7 -0.19
P -4.9060 2.1916 -1.8610 1.2 1.9 -1.0 0.30
S -4.3005 3.9257 -2.5953 -0.3 -0.2 0.3 -0.44
C -2.1649 1.1199 -1.7998 0.7 -0.9 3.6 -0.18
Cl -2.0583 1.4244 -3.5874 -0.4 -0.5 2.5 -0.13
C -0.9198 0.5394 -1.0827 -1.4 0.5 1.2 0.15
C 0.4567 0.2082 -1.8626 -0.1 -0.7 -0.9 -0.85
O 0.5028 -0.2672 -3.0227 0.0 1.8 3.9 -0.59
H 1.1535 7.0824 0.5227 0.5 -1.3 0.9 0.30
H 0.5376 6.2982 2.0628 0.8 -0.7 -1.6 0.29
H 2.2888 5.9828 1.5941 -1.5 0.3 -1.1 0.24
H 2.0622 2.9840 0.0640 0.6 0.4 -1.8 -0.15
H 3.3644 4.1049 -0.5782 -1.2 -0.8 -0.7 0.28
H 3.2195 3.1430 -2.9813 -0.8 -0.7 1.4 0.42
H 1.4988 2.5867 -2.6539 1.6 0.2 0.7 0.29
H 3.9796 1.2134 -1.2069 -1.4 -0.5 -0.9 -0.02
H 3.1988 0.5130 -2.7645 -0.2 1.1 1.3 0.25
H 2.7976 0.8383 2.3839 0.5 -0.6 -1.7 0.27
H 3.5705 1.5883 0.8843 -0.8 -1.5 0.6 0.39
H 4.3597 -1.1271 0.2749 -0.2 1.6 2.5 0.06
H 4.2588 -1.1856 2.1709 -0.2 1.0 -1.3 -0.09
H 5.9506 0.8583 0.4411 0.1 -1.1 1.6 0.25
H 5.3927 1.2490 2.1393 0.8 -1.5 -0.7 0.40
H 7.2711 -0.0092 3.9329 -0.4 -0.6 -0.4 0.31
H -2.6755 1.0660 3.4766 0.7 -1.2 -0.9 0.42
H -0.9427 0.5073 3.2055 -1.8 -0.2 -0.5 0.48
H -1.4297 -1.6380 3.8173 -1.7 0.7 -0.6 0.19
H -2.0424 -2.1813 1.4025 -1.2 -0.1 1.3 0.18
H -3.7898 -1.6525 1.6684 1.1 -0.9 0.7 0.18
H -3.1366 -3.1729 2.5948 0.3 1.6 -0.7 0.40
H -5.5186 1.8199 0.8522 1.2 -0.6 1.0 0.10
H -4.3572 2.4041 2.1454 -0.4 -1.4 -0.7 0.38
H -5.3147 1.4142 -2.9981 0.1 -0.4 1.2 0.15
H -6.0380 2.4980 -1.0406 0.5 -1.1 -0.1 0.16
O 4.1519 -1.3499 -1.3366 0.1 -1.5 -1.6 -0.63
C 4.1138 -2.3428 -2.0441 0.3 0.3 0.0 0.91
O 4.4702 -3.5325 -1.5383 -0.2 0.3 0.5 -0.33
C 4.2675 -4.7885 -2.2059 0.1 -0.3 -0.2 -0.42
C 5.4199 -5.1015 -3.1383 0.1 0.2 -0.1 -1.00
C 3.7685 -2.2505 -3.5038 -0.6 0.0 -0.1 -1.12
H 3.2991 -4.8138 -2.7108 0.1 0.1 0.0 0.36
H 4.2250 -5.5470 -1.4210 0.0 0.3 0.1 0.32
H 5.5060 -4.3585 -3.9341 -0.1 -0.1 0.0 0.27
H 5.2876 -6.0840 -3.5960 0.0 0.1 0.1 0.38
H 6.3657 -5.0917 -2.5917 -0.1 -0.1 0.0 0.31
H 4.6694 -2.0117 -4.0713 0.0 -0.1 0.0 0.30
H 3.0375 -1.4531 -3.6374 0.1 0.1 0.0 0.15
H 3.3084 -3.1528 -3.9008 0.2 0.0 0.0 0.37
O 4.7808 -6.9705 4.0500 -0.5 0.7 0.3 -0.58
C 4.5623 -5.8951 4.5606 0.4 -0.5 -0.5 0.76
O 3.2971 -5.4521 4.6844 -0.4 -0.4 0.1 -0.35
C 2.9165 -4.3016 5.4538 0.0 0.3 -0.1 -0.63
C 3.0336 -3.0345 4.6317 0.2 0.0 -0.2 -0.60
C 5.6927 -4.9946 4.9739 0.2 0.0 0.6 -0.87
H 3.4791 -4.2496 6.3890 0.1 0.0 -0.1 0.39
H 1.8708 -4.4533 5.7320 0.1 -0.2 -0.1 0.32
H 4.0650 -2.8511 4.3218 0.0 0.0 0.1 0.09
H 2.6862 -2.1714 5.2038 0.0 0.0 0.0 0.38
H 2.4382 -3.1152 3.7192 -0.1 0.0 0.1 0.27
H 6.0146 -4.4047 4.1145 0.0 0.0 0.1 0.18
H 6.5223 -5.6173 5.3136 -0.1 0.0 -0.3 0.32
H 5.4455 -4.3358 5.8042 0.0 0.2 -0.2 0.31
O -7.7620 0.8236 -3.6453 0.0 0.4 -0.6 -0.58
C -8.2860 1.5281 -4.4810 0.1 0.0 0.5 0.83
O -7.5951 1.9058 -5.5700 0.3 -0.5 0.0 -0.36
C -8.1761 2.5576 -6.7099 -0.1 0.3 -0.1 -0.42
C -8.2294 4.0586 -6.5098 0.0 0.1 0.2 -0.95
C -9.6713 2.0710 -4.2721 -0.6 -0.4 -0.2 -1.02
H -9.1521 2.1306 -6.9523 0.0 0.0 0.1 0.38
H -7.5227 2.3316 -7.5558 0.1 -0.1 0.3 0.31
H -8.8647 4.3286 -5.6636 0.0 0.0 -0.1 0.26
H -8.6168 4.5518 -7.4038 0.0 0.0 0.0 0.36
H -7.2324 4.4499 -6.2951 0.0 -0.1 -0.1 0.29
H -9.6124 2.9886 -3.6852 0.0 0.0 -0.1 0.25
H -10.2527 1.3289 -3.7218 0.2 0.1 0.1 0.32
H -10.2119 2.2569 -5.1980 0.1 0.2 0.0 0.33
```
Positions in Å, forces in eV/Å.

As for the structure (SMILES): CC(=O)OCCCC1=C(CCCC(=O)O)C(=O)c2c(C[C@H](C)F)c(COC(F)(F)F)c([PH2]=S)c(Cl)c2C1=O.CCOC(C)=O.CCOC(C)=O.CCOC(C)=O. The net charge is 0. The calculation puts the HOMO energy at -8.25 eV. For the frontier orbital gap, the calculation gives 6.9 eV. For the largest force on an atom, the calculation gives 5.13 eV/Å.



# 3
Entry from the OMol25 dataset: a molecular structure, C36H50ClNO8PTi (ωB97M-V with the def2-TZVPD basis set).

Structure (XYZ):
```
98
Properties=species:S:1:pos:R:3:forces:R:3:mulliken_charge:R:1
Ti -0.1036 0.1670 0.4615 0.1 -0.2 -0.7 -0.79
O 3.3012 1.6281 -1.5241 0.0 0.1 -0.1 -0.47
C 2.3051 1.3914 -0.7355 0.2 -0.1 0.1 0.00
O 1.3033 0.7410 -1.0455 -0.2 0.0 0.2 -0.13
C 2.4187 1.9193 0.6518 0.0 0.0 -0.1 0.19
C 3.4636 2.6259 1.2144 0.1 0.0 -0.1 -0.74
C 3.3866 2.8941 2.5747 0.1 0.1 0.1 -1.23
C 2.2975 2.4536 3.3149 0.0 0.1 0.1 -0.54
C 1.2943 1.7724 2.6488 0.1 0.0 0.2 0.90
N 1.3733 1.5266 1.3580 -0.1 -0.2 -0.3 1.26
C 0.0747 1.1093 3.1905 0.0 -0.1 0.3 -0.06
O -0.2839 1.1761 4.4328 0.0 0.0 -0.1 -0.45
O -0.6051 0.4407 2.4065 -0.1 -0.1 0.1 -0.36
H 3.1846 1.2167 -2.4007 0.0 0.0 0.1 0.47
H 4.3165 2.9296 0.6229 0.0 0.0 0.0 0.70
H 4.1904 3.4263 3.0658 0.0 0.0 0.0 0.54
H 2.2649 2.6396 4.3815 0.0 0.0 0.0 0.63
H 0.2911 1.7297 4.9828 0.0 0.0 0.0 0.42
C -0.2182 5.0504 3.4299 0.0 0.0 0.0 -1.31
C -0.2239 5.1040 1.9038 0.0 0.0 0.0 -0.33
C -0.9286 6.3832 1.4299 0.0 0.0 0.0 -1.45
C -0.8836 3.9138 1.2377 -0.1 0.0 0.1 0.46
C -1.9732 3.2600 1.7948 0.0 0.0 0.0 -0.64
C -2.6785 2.2691 1.1215 0.0 0.0 -0.1 1.45
C -3.9940 1.8402 1.7453 0.0 0.0 0.1 0.36
C -3.8865 1.5434 3.2460 0.0 0.0 0.0 -1.73
C -5.0410 2.9447 1.5328 0.0 0.0 0.0 -1.41
C -2.2623 1.8502 -0.1789 0.0 0.0 0.1 0.29
C -1.2075 2.5849 -0.7954 0.2 -0.2 -0.1 1.11
C -0.5185 3.5444 -0.0463 0.0 0.0 -0.1 -0.59
C -0.8460 2.6031 -2.2823 -0.1 0.0 -0.1 -0.17
C -1.5442 3.7950 -2.9559 0.0 0.0 0.0 -1.42
C -1.0750 1.3371 -3.0902 0.0 0.0 0.1 -1.69
C -3.2241 0.9849 -0.9693 -0.1 0.0 -0.1 -0.39
C -4.2204 1.7174 -1.6183 0.0 0.0 0.0 -0.26
C -5.2667 1.1110 -2.2903 0.0 0.0 0.0 -1.65
C -5.3593 -0.2712 -2.3004 0.0 0.0 0.0 -1.14
C -4.3750 -1.0179 -1.6786 0.0 0.0 0.0 -0.95
C -3.2795 -0.4241 -1.0403 0.0 0.0 0.1 0.88
P -2.0014 -1.5267 -0.3269 0.2 0.1 0.1 1.49
C -2.7810 -2.5185 1.0745 0.0 0.0 0.0 2.22
C -1.6668 -3.0699 1.9831 0.0 0.0 -0.1 -1.67
C -3.7072 -3.6553 0.6332 0.0 0.0 0.0 -1.76
C -3.6108 -1.5398 1.8983 0.0 0.1 0.0 -1.67
C -1.3544 -2.7130 -1.6580 0.0 0.0 0.0 2.67
C -0.4735 -1.9373 -2.6398 -0.1 -0.1 0.0 -1.93
C -0.4785 -3.7908 -0.9947 -0.1 0.0 -0.1 -1.88
C -2.4470 -3.3935 -2.4906 0.0 0.0 0.0 -1.91
H 0.2899 5.9269 3.8311 0.0 0.0 0.0 0.48
H 0.3013 4.1656 3.8093 -0.1 0.0 0.0 0.22
H -1.2287 5.0536 3.8403 0.0 0.0 0.0 0.32
H 0.8122 5.1430 1.5492 0.0 0.0 0.0 0.41
H -1.9662 6.3939 1.7711 0.0 0.0 0.0 0.32
H -0.9308 6.4566 0.3419 0.0 0.0 0.0 0.35
H -0.4304 7.2655 1.8318 0.0 0.0 0.0 0.47
H -2.3425 3.5765 2.7622 0.0 0.0 0.0 0.33
H -4.3444 0.9529 1.2307 0.0 -0.1 0.0 -0.39
H -3.8371 2.4644 3.8303 0.0 0.0 0.0 0.45
H -3.0131 0.9388 3.4976 -0.1 0.0 0.0 0.24
H -4.7750 1.0076 3.5807 0.0 0.0 0.0 0.49
H -4.7200 3.8757 2.0055 0.0 0.0 0.0 0.31
H -5.9868 2.6472 1.9875 0.0 0.0 0.0 0.47
H -5.2225 3.1432 0.4784 0.0 0.0 0.0 0.29
H 0.2804 4.0933 -0.5401 0.0 0.0 0.0 0.83
H 0.2279 2.8159 -2.3150 0.0 0.0 0.0 0.41
H -2.6210 3.6311 -3.0164 0.0 0.0 0.0 0.30
H -1.1720 3.9129 -3.9741 0.0 0.0 0.0 0.47
H -1.3688 4.7264 -2.4174 0.0 0.0 0.0 0.31
H -2.1290 1.1474 -3.2836 0.0 0.0 0.0 0.38
H -0.6556 0.4714 -2.5870 0.0 0.1 0.0 -0.23
H -0.5772 1.4304 -4.0571 0.0 0.0 0.0 0.56
H -4.1746 2.7990 -1.5773 0.0 0.0 0.0 0.91
H -6.0181 1.7172 -2.7793 0.0 0.0 0.0 0.46
H -6.1885 -0.7671 -2.7867 0.0 0.0 0.0 0.48
H -4.4661 -2.0942 -1.6852 0.0 0.1 0.0 0.58
H -1.1159 -3.8883 1.5269 0.0 0.0 0.0 0.36
H -2.1283 -3.4519 2.8958 0.0 0.0 0.0 0.62
H -0.9511 -2.3004 2.2772 0.0 0.0 0.0 0.02
H -3.2041 -4.4353 0.0713 0.1 -0.1 0.0 0.36
H -4.5567 -3.2922 0.0532 0.0 0.0 0.0 0.30
H -4.1121 -4.1180 1.5365 0.0 0.0 0.0 0.53
H -2.9950 -0.7104 2.2467 -0.1 0.0 0.0 -0.15
H -3.9962 -2.0595 2.7775 0.0 0.0 0.0 0.79
H -4.4631 -1.1519 1.3375 0.1 0.0 0.0 0.29
H 0.3470 -1.4114 -2.1467 0.0 0.0 0.0 0.02
H -1.0599 -1.2421 -3.2360 0.0 0.0 0.0 0.33
H -0.0224 -2.6517 -3.3315 0.0 0.0 0.0 0.76
H 0.2814 -3.3744 -0.3426 0.1 0.0 0.1 0.10
H 0.0355 -4.3321 -1.7915 0.0 0.0 0.0 0.59
H -1.0574 -4.5219 -0.4401 -0.1 0.0 0.0 0.36
H -2.9694 -2.6829 -3.1297 0.0 0.0 0.0 0.45
H -3.1741 -3.9385 -1.8928 0.0 0.0 -0.1 0.32
H -1.9562 -4.1180 -3.1446 0.0 0.0 0.0 0.55
O 2.0709 -1.0310 2.7518 0.0 0.0 0.1 -0.61
Cl 2.3387 -1.5970 1.4713 -0.1 0.1 -0.1 1.85
O 3.3111 -0.8343 0.7609 0.1 0.0 -0.1 -0.64
O 2.5984 -2.9716 1.4982 0.1 -0.1 0.0 -0.59
O 1.0238 -1.4426 0.6603 -0.2 0.5 0.1 -0.12
```
Positions in Å, forces in eV/Å.

The net charge is +2. Its spin multiplicity is 2. The calculation puts the HOMO energy (spin up / spin down) at -14.29 / -14.29 eV. For the frontier orbital gap (spin up / spin down), the calculation gives 7.1 / 7.0 eV. For the largest force on an atom, the calculation gives 0.74 eV/Å. The energy above the lowest of the compared OMol25 structures with the same formula, charge and spin is 0.0 kJ/mol.